[1]
Molecular formula: C7H10O2Si2
Method: DFT, wB97M-V/def2-TZVPD

Last column: Löwdin charge in e.
Positions of all 21 atoms, in Å:
C  1.48079  -2.75065  0.00151  -0.0964
C  0.34593  -2.70637  0.78131  -0.0707
C  1.84134  -1.64381  -0.73955  -0.0630
C  -0.48068  -1.57459  0.57491  -0.1387
C  1.09433  -0.46134  -0.80611  -0.2666
C  -0.15468  -0.48535  -0.15722  -0.1435
C  1.60272  0.82831  -1.50565  -0.0327
O  -1.29764  2.75931  0.02926  -0.3697
O  -2.46371  1.15097  1.34681  -0.3413
Si  -2.14733  2.67889  1.54033  0.3756
Si  -1.68194  1.19411  -0.27339  0.6262
H  2.02765  -3.64384  -0.00170  0.0877
H  0.16753  -3.43594  1.55326  0.0999
H  2.82596  -1.60225  -1.18401  0.1092
H  -1.50960  -1.55511  0.99280  0.1034
H  1.95075  0.58725  -2.49029  0.0704
H  0.95823  1.61886  -1.40714  0.0136
H  2.53124  1.14850  -0.95612  0.1019
H  -1.41071  2.83455  2.74775  -0.0290
H  -3.13760  3.75959  1.28029  -0.0130
H  -2.54255  1.29893  -1.32706  -0.0234

## Properties
* 2S+1: 1
* maximum force: 5.32 eV Å⁻¹
* E_tot: -27273.26447 eV
* HOMO energy: -9.02 eV

[2]
Molecular formula: C24H33AlB2BrI2O9
Method: DFT, wB97M-V/def2-TZVPD

Last column: Löwdin charge in e.
Positions of all 72 atoms, in Å:
C  4.27348  0.48901  2.51977  -0.1675
C  2.98560  -0.28512  2.64134  -0.8342
I  2.59114  -0.88025  4.54946  1.0928
C  2.21207  -0.54030  1.53755  -0.6609
I  0.63437  -1.77435  1.72140  1.7949
B  2.52192  -0.04661  -0.03379  -1.2066
Br  2.74553  1.98201  0.03256  0.8227
C  1.45433  -0.34779  -1.18637  -0.2140
C  0.04091  0.22663  -1.16237  -0.1646
C  -0.28607  1.39726  -2.14858  -0.3824
C  0.84032  1.83362  -3.09454  -0.0877
C  -0.83486  2.62135  -1.38110  -0.0667
O  3.68143  -0.93768  -0.34638  -0.2222
C  4.32806  -0.88791  -1.66304  -0.1002
C  5.85280  -1.02201  -1.58895  -0.2963
C  6.29592  -1.91920  -0.42656  -0.0441
C  6.59665  0.34203  -1.66514  -0.3832
C  6.97445  0.92996  -0.30620  -0.0576
C  7.85349  0.19081  -2.53069  -0.0656
H  4.96201  0.27528  3.33869  0.0728
H  4.73915  0.31011  1.55275  0.0357
H  4.02111  1.55787  2.57160  0.0887
H  1.92502  -0.27264  -2.16696  0.0966
H  1.45127  -1.46382  -1.09929  0.0114
H  -0.18959  0.53841  -0.13240  0.0873
H  -0.66959  -0.58202  -1.37910  0.1245
H  -1.11072  1.04232  -2.77777  0.1286
H  1.54274  2.51346  -2.60120  0.0522
H  0.39522  2.38113  -3.93241  0.0903
H  1.39036  1.00147  -3.54836  0.0698
H  -0.50100  2.61970  -0.33790  0.0616
H  -1.92949  2.64263  -1.37985  0.0826
H  -0.48349  3.56085  -1.81981  0.0813
H  4.03892  0.04538  -2.15261  0.1313
H  3.91998  -1.70939  -2.27419  0.1371
H  6.12541  -1.56429  -2.50679  0.1432
H  5.99415  -1.52340  0.54584  0.0736
H  7.38628  -2.01356  -0.41430  0.0959
H  5.89231  -2.93430  -0.53545  0.0843
H  5.92661  1.04196  -2.18166  0.1339
H  7.45441  1.90620  -0.43501  0.0929
H  7.69102  0.28586  0.21575  0.0878
H  6.10755  1.09567  0.34105  0.0536
H  8.56032  -0.51524  -2.07462  0.0877
H  7.60661  -0.20198  -3.52423  0.0836
H  8.36419  1.14848  -2.66461  0.0872
Al  2.61381  -2.39911  -0.05278  0.7557
B  -4.13550  -0.28413  3.11271  -0.8184
O  -3.77864  -1.44903  2.11918  0.2893
C  -2.52317  -1.52675  1.98866  -0.4132
O  -1.80418  -2.25218  1.30948  -0.0572
C  -1.84734  -0.40332  2.82166  -0.3695
O  -0.61005  -0.22904  2.77134  -0.1358
O  -2.70818  0.24828  3.43319  0.3223
O  -4.90743  0.69788  2.46732  0.2526
C  -6.06342  0.86858  3.16432  -0.3335
O  -6.93919  1.60626  2.88570  0.2024
C  -5.98770  -0.12623  4.37538  -0.3206
O  -6.79002  -0.29644  5.21993  0.2220
O  -4.79180  -0.76779  4.25193  0.2601
C  -9.42422  0.22502  0.82915  -0.0834
C  -10.53135  -0.29233  0.16796  -0.0897
C  -10.36470  -1.03553  -0.99138  -0.0981
C  -9.09263  -1.26767  -1.48951  -0.1007
C  -7.98557  -0.75227  -0.82645  -0.0977
C  -8.15271  -0.00489  0.33035  -0.0934
H  -9.54614  0.80830  1.73309  0.1029
H  -11.52565  -0.11480  0.55739  0.1020
H  -11.22868  -1.43393  -1.50772  0.1011
H  -8.96461  -1.84942  -2.39356  0.0985
H  -6.99006  -0.93361  -1.21403  0.0951
H  -7.29321  0.40660  0.84117  0.0753

## Properties
* 2S+1: 1
* maximum force: 2.50 eV Å⁻¹
* E_tot: -138040.18134 eV
* HOMO energy: -10.33 eV
* total charge: +1

[3]
Molecular formula: C4H10OS
Method: DFT, wB97M-V/def2-TZVPD

Last column: Löwdin charge in e.
Positions of all 16 atoms, in Å:
C  -1.97815  -1.43996  -0.42299  0.0057
C  -2.33983  -0.21662  -0.81652  -0.2620
O  -1.49633  0.87264  -0.78357  -0.0499
H  -2.68942  -2.05147  0.11175  0.0561
H  -0.93870  -1.53088  -0.14092  0.0011
H  -3.36881  0.05930  -1.03740  0.1041
H  -1.99621  1.59810  -0.36412  0.1081
C  1.68584  1.44669  0.52417  -0.1619
C  1.68175  -0.07568  0.67521  -0.5045
S  1.67404  -0.98363  -1.04607  0.6181
H  2.12441  1.68158  -0.44779  0.0608
H  0.66589  1.82138  0.54076  0.0515
H  2.23507  1.90007  1.34925  0.0674
H  0.78598  -0.52984  1.08696  0.0352
H  2.58335  -0.50974  1.08291  0.0432
H  1.37114  -2.04194  -0.31163  -0.1730

## Properties
* 2S+1: 1
* maximum force: 2.12 eV Å⁻¹
* E_tot: -17190.85914 eV
* HOMO energy: -8.73 eV